15
Properties=species:S:1:pos:R:3 method="wB97M-V/def2-TZVPD" relative_energy_kcal_mol=92.5 homo_lumo_gap_ev="4.4 / 7.8" spin_multiplicity=1
C -1.084 -2.034 1.297
C -1.061 1.839 0.278
C 1.362 -0.694 -1.573
O -1.311 0.434 0.246
O 0.294 -1.273 -0.830
P -0.247 -0.725 0.588
Cl 2.464 2.334 1.008
H -0.568 -2.980 1.316
H -1.706 -1.828 2.152
H -1.681 2.279 -0.506
H -0.008 2.081 0.101
H -1.353 2.239 1.249
H 1.682 0.267 -1.165
H 1.009 -0.557 -2.595
H 2.207 -1.383 -1.566

16
Properties=species:S:1:pos:R:3 method="wB97M-V/def2-TZVPD" relative_energy_kcal_mol=57.0 homo_lumo_gap_ev=8.7 spin_multiplicity=1 smiles=CC(C)NSP(F)F
C 0.219 -1.778 0.199
C 0.396 -0.365 0.942
C -0.920 0.210 1.545
N 1.196 0.610 0.482
S 0.646 1.697 -0.855
P 0.076 1.316 -3.160
F -1.437 0.829 -2.966
F -0.261 2.819 -3.416
H -0.878 -1.967 -0.058
H 0.890 -1.694 -0.706
H 0.517 -2.627 0.767
H 1.011 -0.641 1.795
H -1.646 0.568 0.770
H -0.625 1.057 2.157
H -1.366 -0.488 2.202
H 2.183 0.453 0.303

18
Properties=species:S:1:pos:R:3 method="wB97M-V/def2-TZVPD" relative_energy_kcal_mol=49.2 homo_lumo_gap_ev="8.5 / 8.5" spin_multiplicity=1
C -0.382 -1.489 -1.042
C 0.601 -0.436 -0.644
C 0.146 -0.572 1.881
N 0.836 1.805 -0.232
N -1.315 1.103 -0.704
N 0.055 0.785 -0.944
O 1.933 -0.492 -0.801
F -0.118 0.734 2.317
F -1.039 -1.232 1.980
F 1.140 -1.184 2.621
H 0.079 -2.443 -0.997
H -1.123 -1.545 -0.345
H -0.908 -1.349 -1.941
H 0.433 2.627 -0.651
H 0.769 1.835 0.768
H -1.530 1.123 0.311
H -1.925 0.442 -1.129
H 2.349 0.289 -0.448

21
Properties=species:S:1:pos:R:3 method="wB97M-V/def2-TZVPD" relative_energy_kcal_mol=0.0 homo_lumo_gap_ev=7.7 total_charge=+1 spin_multiplicity=1
Rb -1.108 1.226 -0.684
C 1.344 -2.727 -1.418
C 0.691 -2.076 -0.246
O -0.135 -1.226 -0.296
N 1.240 -2.416 1.110
H 2.234 -2.663 1.007
H 1.309 -1.535 1.640
C 0.413 -3.496 1.796
H 2.377 -2.424 -1.626
H 0.866 -2.420 -2.347
H 1.318 -3.807 -1.257
H 1.037 -3.831 2.625
H 0.398 -4.352 1.127
H -0.522 -3.075 2.139
P -1.649 4.992 -0.524
F -1.162 3.840 0.564
F -3.153 4.821 -0.036
F -1.396 6.131 0.591
F -2.070 6.134 -1.592
F -0.091 5.125 -0.973
F -1.940 3.779 -1.598

38
Properties=species:S:1:pos:R:3 method="wB97M-V/def2-TZVPD" homo_lumo_gap_ev=2.2 total_charge=-2 spin_multiplicity=1
Rb -0.854 -0.057 1.546
C -4.064 -1.296 -5.153
C -3.842 -1.361 -6.681
O -4.693 -1.980 -7.321
N -2.579 -0.834 -7.346
H -2.196 -0.139 -6.720
H -1.906 -1.578 -7.466
C -2.949 -0.230 -8.718
H -3.154 -1.142 -4.574
H -4.166 -2.316 -4.781
H -4.956 -0.710 -4.934
H -3.158 -1.060 -9.393
H -2.173 0.441 -9.088
H -3.903 0.293 -8.645
P -0.411 5.982 3.651
F -1.169 7.314 3.234
F -1.055 6.030 5.214
F -1.694 5.034 3.247
F 0.451 4.643 4.020
F 0.169 5.906 2.153
F 0.908 6.845 4.088
N 4.232 -3.189 7.724
S 3.598 -3.412 9.082
O 2.188 -3.776 9.166
O 4.183 -2.723 10.307
F 4.238 -4.934 9.120
S 3.502 -1.625 7.544
O 3.651 -0.694 8.625
O 2.279 -1.535 6.811
F 4.614 -1.069 6.511
N 1.143 3.275 -3.745
O 1.392 2.470 -2.873
O 1.829 4.253 -3.923
O 0.155 3.056 -4.400
N 2.605 -4.957 0.919
O 3.156 -4.159 1.604
O 3.141 -6.030 0.789
O 1.491 -4.739 0.405

13
Properties=species:S:1:pos:R:3 method="wB97M-V/def2-TZVPD" relative_energy_kcal_mol=157.9 homo_lumo_gap_ev=10.0 spin_multiplicity=1
C 0.217 -0.568 1.070
C 0.211 0.445 0.185
C 0.629 -0.067 -1.243
H -0.866 0.182 2.996
H -1.959 -1.370 2.627
H 1.171 -0.502 1.804
H 0.291 -1.713 0.649
H 0.618 1.411 0.907
H -0.786 0.499 -0.206
H -0.084 -1.191 -1.325
H 1.807 -0.273 -1.301
N -1.134 -0.408 1.868
F 0.157 0.772 -2.145

no.,calculated total energy (eV)
1,-29143.8351
2,-30289.8714
3,-17906.5776
4,-33026.2527
5,-85073.2354
6,-7441.3377